A structure of composition C84H210F6MnN14O28P, computed with ωB97M-V/def2-TZVPD.

## Properties
Highest occupied orbital energy (alpha / beta), Eh: -0.335 / -0.335
Spin multiplicity: 6
Charge: +1
M, g mol⁻¹: 2064.57

Structure (XYZ):
```
344
Properties=species:S:1:pos:R:3:mulliken_spin:R:1
Mn 29.17632 8.73784 2.76611 4.904
P 25.11311 7.50538 6.23526 0.000
F 26.63335 6.83494 5.89453 0.009
F 24.77287 6.27280 7.26168 0.000
F 25.70372 8.33059 7.60286 0.000
F 23.53990 7.83131 6.53743 0.000
F 25.37722 8.69392 5.19670 0.001
F 24.55434 6.62156 4.98687 0.001
C 19.65084 14.84918 8.69845 0.000
O 19.54590 13.42379 8.89266 0.000
C 18.67331 12.93868 7.88049 0.000
C 18.12213 11.63440 8.43083 0.000
N 17.27019 11.07692 7.43569 0.000
C 16.91186 9.68211 7.66402 0.000
C 18.05910 8.65031 7.33297 0.000
O 18.28171 8.58574 5.94141 0.000
C 19.34647 7.71842 5.59569 0.000
H 20.29666 15.08701 7.85319 0.000
H 20.05426 15.38817 9.55567 0.000
H 18.79363 15.43664 8.36954 0.000
H 19.27860 12.73343 6.99754 0.000
H 17.84218 13.46114 7.40683 0.000
H 17.53726 12.06239 9.24498 0.000
H 18.91486 11.03301 8.87582 0.000
H 17.65784 11.15861 6.50663 0.000
H 15.98001 9.34770 7.20804 0.000
H 16.78109 9.62175 8.74447 0.000
H 17.69982 7.66021 7.61350 0.000
H 18.81924 9.00248 8.03029 0.000
H 19.47002 6.94074 6.34937 0.000
H 20.26296 8.28345 5.42580 0.000
H 19.16504 7.12178 4.70170 0.000
C 21.32942 8.04203 12.11721 0.000
O 21.81227 9.08927 11.24549 0.000
C 21.22794 9.14070 9.90755 0.000
C 22.22582 9.58808 8.84555 0.000
N 22.50261 11.04848 8.80399 0.000
C 23.43276 11.32453 7.62626 0.000
C 24.35459 12.46730 7.88447 0.000
O 23.92567 13.80824 8.20129 0.000
C 23.16368 14.45360 7.20744 0.000
H 20.23970 8.03577 12.14092 0.000
H 21.84206 8.09580 13.07764 0.000
H 21.53791 7.12857 11.56023 0.000
H 20.42040 9.86611 10.00645 0.000
H 20.86096 8.15121 9.63490 0.000
H 21.87765 9.35763 7.83869 0.000
H 23.14537 9.02823 9.01614 0.000
H 22.82726 11.47654 9.65927 0.000
H 22.79405 11.75310 6.85393 0.000
H 24.00476 10.42171 7.41219 0.000
H 25.06187 12.61406 7.06819 0.000
H 24.92575 12.17052 8.76413 0.000
H 23.01114 15.53283 7.21641 0.000
H 22.19216 13.95954 7.19429 0.000
H 23.68627 14.19372 6.28687 0.000
C 28.43437 2.46073 -1.39906 0.000
O 27.36151 2.14941 -0.47037 0.000
C 26.02671 1.89293 -1.05644 0.000
C 25.03804 1.32741 -0.09484 0.000
N 24.75150 2.37752 0.91537 0.000
C 23.77812 1.86354 1.91271 0.000
C 23.96837 2.62800 3.33072 0.000
O 23.30359 1.86290 4.39855 0.000
C 23.51399 2.52657 5.68408 0.000
H 28.02289 3.39344 -1.78486 0.000
H 28.46507 1.67058 -2.14929 0.000
H 29.35979 2.49423 -0.82413 0.000
H 26.22143 1.12986 -1.81004 0.000
H 25.61241 2.76988 -1.55384 0.000
H 25.44299 0.41662 0.34626 0.000
H 24.12932 0.90302 -0.52175 0.000
H 25.56880 2.66436 1.43483 0.000
H 23.73123 0.79085 2.10046 0.000
H 22.83563 2.26566 1.54111 0.000
H 23.66436 3.67465 3.31606 0.000
H 25.00571 2.90071 3.52478 0.000
H 22.95199 3.46049 5.67592 0.000
H 24.53797 2.86732 5.83725 0.000
H 23.24247 2.00695 6.60297 0.000
C 30.30402 5.10412 2.62070 0.009
O 30.01225 6.42751 3.16877 0.101
C 29.84677 6.33134 4.54591 0.054
C 29.73575 7.65102 5.22032 0.032
N 28.55401 8.45807 4.78238 -0.093
C 28.82136 9.74246 5.36591 -0.001
C 29.98746 10.69151 4.72298 0.050
O 29.75791 10.81593 3.26029 0.052
C 30.27171 12.07976 2.76584 0.003
H 31.35056 4.98235 2.34138 0.004
H 29.63374 5.07365 1.76169 -0.002
H 30.01475 4.24803 3.23023 0.002
H 30.69348 5.72782 4.87292 -0.001
H 28.92940 5.76829 4.71772 -0.014
H 30.67248 8.20747 5.18861 -0.031
H 29.68988 7.31799 6.25719 0.006
H 27.72690 8.02674 5.16963 0.086
H 29.02792 9.89399 6.42537 -0.006
H 27.90659 10.33132 5.29856 -0.016
H 31.01524 10.61210 5.07719 -0.005
H 29.66748 11.63953 5.15539 0.002
H 30.37949 12.30618 1.70508 0.000
H 31.21754 12.33003 3.24632 0.001
H 29.70139 12.92395 3.15338 0.002
C 24.57182 -0.04034 12.15458 0.000
O 24.47498 -0.38350 10.72215 0.000
C 23.44391 0.32653 10.09003 0.000
C 23.79359 1.82298 10.00702 0.000
N 22.84701 2.65822 9.30805 0.000
C 23.10388 4.08197 9.28563 0.000
C 21.83619 4.84776 8.76923 0.000
O 20.64517 4.32981 9.39505 0.000
C 19.44705 5.03173 8.98497 0.000
H 25.34699 -0.70336 12.53880 0.000
H 23.60757 -0.26308 12.61145 0.000
H 24.92855 0.91574 12.53763 0.000
H 22.54892 0.26478 10.70913 0.000
H 23.21247 -0.15360 9.13924 0.000
H 24.83503 1.98984 9.73197 0.000
H 23.71740 2.23523 11.01317 0.000
H 21.95456 2.41759 9.71512 0.000
H 23.89805 4.06694 8.53921 0.000
H 23.50707 4.38880 10.25071 0.000
H 21.61277 4.70186 7.71239 0.000
H 22.00372 5.86932 9.11047 0.000
H 18.56187 4.62766 9.47617 0.000
H 19.44209 5.06986 7.89565 0.000
H 19.50041 5.97763 9.52398 0.000
C 20.11595 20.01232 3.00393 0.000
O 20.02024 19.00803 4.04920 0.000
C 20.32737 17.61376 3.82685 0.000
C 21.85468 17.28615 3.62601 0.000
N 22.09514 16.02102 2.88862 0.000
C 23.49144 15.75578 2.61753 0.000
C 23.64413 14.30812 2.61221 0.000
O 25.09156 13.92389 2.58846 0.000
C 25.78409 14.16460 3.81370 0.000
H 20.67484 20.89062 3.32694 0.000
H 19.13696 20.41085 2.73771 0.000
H 20.46207 19.54258 2.08326 0.000
H 19.72312 17.28751 2.98035 0.000
H 20.02413 16.93537 4.62431 0.000
H 22.39181 17.22253 4.57233 0.000
H 22.37359 18.00428 2.99108 0.000
H 21.38493 15.84947 2.19129 0.000
H 24.04420 16.11576 3.48527 0.000
H 23.94759 16.20871 1.73727 0.000
H 23.29150 13.98334 1.63329 0.000
H 23.20550 13.77096 3.45315 0.000
H 25.05711 14.13946 4.62546 0.000
H 26.42247 15.04756 3.84449 0.000
H 26.47993 13.32925 3.73567 0.000
C 26.58310 10.88053 -2.65556 0.000
O 26.61980 9.38260 -2.39618 0.000
C 26.70553 8.51486 -3.49459 0.000
C 26.74576 7.09766 -3.11358 0.000
N 25.72458 6.65280 -2.21044 0.000
C 24.30657 7.09543 -2.55912 0.000
C 23.46039 6.70091 -1.35802 0.000
O 24.09892 7.28961 -0.25130 0.000
C 23.57792 6.82385 1.03133 0.000
H 27.30961 11.05224 -3.44980 0.000
H 26.80470 11.44314 -1.74867 -0.001
H 25.62322 11.32351 -2.92105 0.000
H 27.63520 8.78959 -3.99291 0.000
H 25.92468 8.81494 -4.19340 0.000
H 27.73519 6.81099 -2.75731 0.000
H 26.66414 6.38330 -3.93280 0.000
H 25.88047 7.08470 -1.31086 -0.003
H 23.94445 6.53278 -3.41958 0.000
H 24.44400 8.16574 -2.71287 0.000
H 23.55007 5.63234 -1.16251 0.000
H 22.40834 6.97835 -1.42377 0.000
H 22.50359 6.99879 1.08889 0.000
H 23.95426 7.44718 1.84245 0.000
H 24.05725 5.84534 1.06082 0.000
C 26.22418 9.99452 2.26754 0.010
O 27.59939 9.63935 1.87734 -0.137
C 27.94565 10.22272 0.60163 0.070
C 29.30664 9.80690 -0.04191 0.021
N 29.97492 8.66533 0.61394 0.154
C 29.48448 7.40200 0.12828 0.034
C 28.09803 6.94810 0.70857 0.080
O 27.88279 7.23020 2.01575 -0.349
C 26.81595 6.51937 2.57867 -0.058
H 26.00593 9.53402 3.23109 -0.011
H 25.71002 9.51597 1.43403 0.008
H 25.94209 11.03670 2.41713 0.011
H 27.69686 11.27074 0.76852 -0.002
H 27.34039 9.81588 -0.20846 0.001
H 30.12564 10.52438 -0.09267 -0.006
H 29.15631 9.73468 -1.11907 0.001
H 30.96830 8.72653 0.44206 -0.002
H 30.19601 6.62373 0.40414 -0.014
H 29.59309 7.42428 -0.95606 0.002
H 27.97554 5.89788 0.44373 0.011
H 27.27075 7.39106 0.15405 -0.002
H 25.82983 6.66951 2.13921 0.004
H 26.65874 7.04861 3.51850 0.021
H 27.07922 5.47351 2.73669 0.006
C 25.46196 6.65203 11.63084 0.000
O 25.01601 5.64773 12.55925 0.000
C 25.77254 4.66282 13.15246 0.000
C 25.06086 4.23957 14.45018 0.000
N 23.82593 3.55341 14.25721 0.000
C 23.01184 3.54919 15.46425 0.000
C 21.54188 3.36857 14.97598 0.000
O 20.91305 4.37760 14.17139 0.000
C 21.42879 4.69881 12.83450 0.000
H 25.74719 5.99679 10.80781 0.000
H 26.28294 7.18389 12.11170 0.000
H 24.69183 7.38824 11.40067 0.000
H 26.71367 5.11194 13.46977 0.000
H 25.98302 3.83432 12.47617 0.000
H 24.96875 5.17186 15.00738 0.000
H 25.66629 3.54684 15.03471 0.000
H 23.27619 4.02739 13.55491 0.000
H 23.10665 4.46500 16.04770 0.000
H 23.34754 2.66796 16.01091 0.000
H 20.95554 3.40702 15.89404 0.000
H 21.43602 2.42756 14.43614 0.000
H 20.62361 5.10539 12.22256 0.000
H 21.80231 3.89426 12.20104 0.000
H 22.18437 5.42905 13.12422 0.000
C 36.39326 6.47600 1.07988 0.000
O 35.63575 5.47925 1.76649 0.000
C 35.39000 5.71699 3.19107 0.000
C 34.35527 4.65310 3.70550 0.000
N 34.27995 4.77533 5.10208 0.000
C 33.78155 3.49455 5.63187 0.000
C 33.09913 3.81338 6.97135 0.000
O 31.80290 4.30196 6.65116 0.000
C 31.01742 4.32840 7.83129 0.000
H 36.64435 7.38313 1.62957 0.000
H 35.71928 6.81488 0.29310 0.000
H 37.32505 6.33523 0.53212 0.000
H 34.98953 6.71547 3.36653 0.000
H 36.29792 5.43956 3.72661 0.000
H 34.60733 3.65225 3.35496 0.000
H 33.35287 4.84506 3.32283 0.000
H 33.80455 5.62535 5.36957 0.000
H 34.53476 2.70871 5.68869 0.000
H 33.10493 3.16498 4.84342 0.000
H 33.61858 4.65265 7.43384 0.000
H 33.13246 2.87733 7.52884 0.000
H 31.41245 5.15751 8.41832 0.000
H 31.00074 3.30337 8.20162 0.000
H 29.94364 4.47804 7.71864 0.000
C 21.27397 11.01593 18.90017 0.000
O 21.17533 11.10159 17.45750 0.000
C 20.05995 11.74343 16.81250 0.000
C 20.20119 11.81224 15.23143 0.000
N 21.32544 12.69282 14.84468 0.000
C 21.45678 13.03095 13.43282 0.000
C 22.09715 11.88179 12.70605 0.000
O 23.49931 11.84762 13.02760 0.000
C 24.19116 10.61173 12.75165 0.000
H 22.23225 10.54087 19.11023 0.000
H 20.77069 10.10572 19.22621 0.000
H 21.00825 11.97463 19.34558 0.000
H 20.07264 12.79955 17.08190 0.000
H 19.15930 11.16777 17.02589 0.000
H 19.28711 12.29436 14.88486 0.000
H 20.16250 10.81050 14.80351 0.000
H 22.15623 12.31636 15.27847 0.000
H 22.12640 13.88884 13.49391 0.000
H 20.54632 13.36244 12.93356 0.000
H 21.91922 11.89001 11.63069 0.000
H 21.70444 10.95252 13.11878 0.000
H 25.18289 10.64237 13.20292 0.000
H 24.34125 10.58984 11.67226 0.000
H 23.73426 9.63473 12.90912 0.000
C 29.45437 11.85465 14.01365 0.000
O 30.48766 12.26671 13.15917 0.000
C 30.48983 13.58666 12.60460 0.000
C 29.42832 13.77698 11.48580 0.000
N 29.88302 12.96029 10.35550 0.000
C 28.77015 12.49295 9.42228 0.000
C 28.10333 11.25528 10.04118 0.000
O 28.68423 10.14921 9.30802 0.000
C 28.07021 8.88983 9.69105 0.000
H 29.75638 10.88664 14.41346 0.000
H 28.69435 11.65435 13.25844 0.000
H 29.13549 12.54785 14.79204 0.000
H 31.53804 13.57385 12.30594 0.000
H 30.48148 14.37381 13.35855 0.000
H 29.45857 14.78591 11.07437 0.000
H 28.41390 13.54556 11.81063 0.000
H 30.25791 12.12879 10.78928 0.000
H 29.27081 12.25697 8.48327 0.000
H 28.02983 13.27915 9.27421 0.000
H 27.01900 11.35111 9.98525 0.000
H 28.34176 11.21805 11.10414 0.000
H 28.60009 8.40184 10.50909 0.000
H 28.08044 8.23357 8.82082 0.000
H 27.08716 8.98428 10.15235 0.000
C 20.26020 16.43783 -0.32446 0.000
O 19.99903 15.89985 0.92290 0.000
C 18.95697 14.95246 1.08800 0.000
C 19.04244 14.34929 2.48657 0.000
N 19.60689 13.11097 2.72670 0.000
C 19.45228 12.74024 4.12424 0.000
C 20.37244 11.47614 4.27238 0.000
O 21.71521 11.85897 4.29910 0.000
C 22.56769 11.07437 3.47016 0.000
H 20.84226 17.33360 -0.10789 0.000
H 19.32299 16.72839 -0.79915 0.000
H 20.86697 15.84776 -1.01130 0.000
H 19.13651 14.15401 0.36804 0.000
H 17.98119 15.41175 0.92992 0.000
H 18.02445 14.24720 2.86255 0.000
H 19.59567 15.05792 3.10292 0.000
H 20.60807 13.22513 2.65816 0.000
H 18.42310 12.39183 4.21098 0.000
H 19.80567 13.42600 4.89428 0.000
H 20.11690 10.62749 3.63788 0.000
H 20.20993 10.86153 5.15777 0.000
H 22.36496 11.36732 2.44001 0.000
H 22.41124 9.99566 3.46654 0.000
H 23.57218 11.46253 3.63876 0.000
C 27.07054 3.57319 8.40921 0.000
O 27.44152 2.54296 9.35820 0.000
C 28.14068 1.50738 8.73290 0.000
C 28.30617 0.35789 9.71253 0.000
N 28.90484 0.72724 10.91642 0.000
C 28.70604 -0.38793 11.95414 0.000
C 29.29165 0.09361 13.29397 0.000
O 28.44639 1.12188 13.83604 0.000
C 29.02892 1.93487 14.86231 0.000
H 26.61136 3.21502 7.48781 0.000
H 27.80213 4.34303 8.16380 0.000
H 26.30280 4.12968 8.94679 0.000
H 29.09597 1.93039 8.42208 0.000
H 27.54938 1.15970 7.88580 0.000
H 28.84271 -0.52131 9.35585 0.000
H 27.33732 -0.02816 10.02938 0.000
H 28.48011 1.59510 11.21057 0.000
H 29.25222 -1.31510 11.78054 0.000
H 27.64151 -0.61639 12.00608 0.000
H 30.25039 0.59560 13.16383 0.000
H 29.30156 -0.66035 14.08108 0.000
H 28.99025 1.48427 15.85405 0.000
H 28.67297 2.96206 14.94157 0.000
H 30.10280 2.08769 14.75486 0.000
```